Record 1
81
Properties=species:S:1:pos:R:3:mulliken_charge:R:1 method="wB97M-V/def2-TZVPD" homo_energy_ev=-3.6 charge=-1 e_tot_ha=-1599.94016 e_lumo_ev=2.017 molar_mass_g_mol=478.65
C 6.3198 0.2049 0.4333 -0.4722
O 5.9565 1.3160 -0.3644 -0.4553
C 4.6372 1.7936 -0.0991 -0.5004
C 3.5891 0.9567 -0.8450 -0.5169
C 3.0792 -0.2953 -0.0838 0.0699
C 1.5733 -0.5003 -0.3210 0.5666
C 1.0903 -1.9549 -0.4074 -0.6120
C 1.8111 -2.8840 -1.3781 -1.1192
C 1.4217 -2.6939 -2.8546 -0.7596
C 2.0768 -1.5032 -3.5646 0.3572
C 1.1287 -0.7172 -4.5007 -1.5053
C 0.4603 0.5109 -3.8871 -0.2971
N -0.8128 0.2192 -3.2428 -0.3076
C -1.2592 1.2841 -2.3374 1.3079
C -2.7403 1.1081 -1.9743 -1.6443
C -3.0775 -0.2268 -1.2956 0.2475
C -2.5743 -0.3508 0.1567 -0.2878
O -2.0469 0.8639 0.6667 -0.5563
C -1.1075 2.6964 -2.9552 0.0365
O -0.6629 3.5760 -2.1737 -0.8018
O -1.4608 2.8441 -4.1212 -0.7276
H 6.2201 -0.7115 -0.1533 0.2307
H 7.3436 0.3092 0.7841 0.2754
H 5.6939 0.0754 1.3156 0.1632
H 4.4243 1.8407 0.9660 0.1047
H 4.5701 2.8027 -0.4964 0.4292
H 2.7583 1.6184 -1.0860 0.3475
H 4.0528 0.6605 -1.7827 0.2201
H 3.2756 -0.1365 0.9680 0.3485
H 3.6765 -1.1324 -0.4369 0.0102
H 1.0667 -0.0626 0.5381 0.5937
H 1.2292 0.0681 -1.1729 -0.9360
H 1.0444 -2.3833 0.5930 0.4833
H 0.0552 -1.9183 -0.7509 -0.0698
H 2.8946 -2.8800 -1.2727 0.3669
H 1.4919 -3.8980 -1.1242 0.4526
H 0.3368 -2.6608 -2.9102 0.3284
H 1.7703 -3.5954 -3.3564 0.4154
H 2.4757 -0.7854 -2.8564 -0.5417
H 2.9308 -1.8342 -4.1513 0.5789
H 0.3882 -1.3793 -4.9466 0.4289
H 1.7336 -0.3348 -5.3235 0.4713
H 0.2554 1.2039 -4.6972 0.5903
H 1.1682 1.0368 -3.2344 0.1469
H -0.7479 -0.6569 -2.7368 0.0069
H -0.6939 1.3001 -1.4043 -0.1671
H -2.9914 1.9396 -1.3252 0.4022
H -3.2876 1.1856 -2.9095 0.5381
H -2.7064 -1.0338 -1.9161 0.4415
H -4.1568 -0.2720 -1.2587 -0.2887
H -3.4229 -0.6697 0.7694 0.3067
H -1.8519 -1.1699 0.2093 0.1232
H -1.8878 0.7256 1.6073 0.2938
O 4.3417 0.7322 3.0011 -0.4556
C 3.9728 1.2870 4.0005 0.7488
O 2.7919 1.9259 3.9803 -0.3270
C 2.1721 2.4850 5.1380 -0.4448
C 2.6760 3.8837 5.4276 -0.9983
C 4.8406 1.3560 5.2365 -1.2714
H 2.2811 1.8177 5.9953 0.3814
H 1.1102 2.5198 4.9009 0.3336
H 3.7434 3.8895 5.6508 0.2708
H 2.1443 4.3114 6.2783 0.3737
H 2.5214 4.5238 4.5594 0.3087
H 5.5494 2.1744 5.1191 0.2586
H 5.3903 0.4214 5.3163 0.3621
H 4.2881 1.4902 6.1637 0.3510
O -5.8076 -1.6428 -1.6544 -0.5286
C -6.6068 -1.6155 -0.7645 0.8403
O -6.1599 -1.6187 0.5120 -0.3214
C -7.0058 -1.4051 1.6386 -0.4275
C -7.6744 -2.6861 2.0959 -1.0539
C -8.0962 -1.6551 -1.0293 -1.1718
H -7.7268 -0.6111 1.4365 0.3737
H -6.3464 -1.0351 2.4225 0.3502
H -8.3300 -3.0945 1.3265 0.2652
H -8.2676 -2.5076 2.9938 0.3708
H -6.9219 -3.4430 2.3173 0.3187
H -8.3971 -2.6914 -1.1766 0.2841
H -8.2895 -1.0976 -1.9422 0.3061
H -8.7048 -1.2136 -0.2429 0.3848

Record 2
14
Properties=species:S:1:pos:R:3:mulliken_charge:R:1 method="wB97M-V/def2-TZVPD" e_above_lowest_ev=2.230 homo_energy_ev=-9.3 e_tot_ha=-721.88068 e_lumo_ev=0.744 molar_mass_g_mol=121.16
C 0.6490 0.9388 0.1947 0.7762
C 0.3075 2.3705 0.4650 -1.1473
C -0.4810 -1.9581 -1.1250 -1.0303
N -0.1827 -0.0592 0.6940 -0.3236
O 1.5425 0.6327 -0.5783 -0.5572
O -0.0474 -2.4709 1.4275 -0.5986
S 0.4922 -1.6537 0.3884 0.5472
H -0.8080 2.6556 0.1477 0.2396
H 0.8617 3.1048 -0.0137 0.3790
H 0.5057 2.7013 1.4721 0.3236
H -0.3747 -2.9458 -1.6297 0.3561
H -0.3523 -1.3062 -2.0046 0.3439
H -1.5237 -1.9768 -1.0515 0.3869
H -0.5890 -0.0331 1.6133 0.3045